330
Properties=species:S:1:pos:R:3 method="wB97M-V/def2-TZVPD" charge=0 e_homo_ev=-8.80 relative_energy_kcal_mol=0.0 largest_force_ev_per_a=2.57 lumo_ha=0.0077 gap_ev=9.012 energy_ev=-153419.8461
C 3.5729 -4.1033 4.4748
C 3.2210 -2.6465 4.6233
O 3.6963 -2.2520 5.8739
H 3.1425 -4.4583 3.5384
H 3.1572 -4.7428 5.2535
H 4.6330 -4.3551 4.5038
H 2.1507 -2.4409 4.6109
H 3.7563 -2.0193 3.9104
H 3.9735 -1.3329 5.8841
C -2.0652 0.4284 -4.0594
C -2.6696 -0.8235 -3.3618
O -1.8601 -1.2654 -2.3012
H -2.0922 1.2646 -3.3607
H -2.5136 0.7864 -4.9862
H -0.9988 0.2577 -4.2067
H -2.8002 -1.5390 -4.1736
H -3.6532 -0.6303 -2.9336
H -1.8411 -0.6096 -1.6004
C -6.7494 -3.3182 4.2598
C -8.1525 -3.0626 3.7460
O -8.4675 -3.9073 2.6435
H -6.7724 -2.8511 5.2444
H -5.9578 -2.7509 3.7703
H -6.3606 -4.3365 4.2607
H -8.2656 -1.9908 3.5829
H -8.9173 -3.3616 4.4628
H -8.6234 -4.7726 3.0290
C 3.3036 -2.0674 -0.0728
C 4.4246 -1.7416 0.9957
O 5.2303 -2.8611 1.2143
H 2.5299 -1.3160 0.0848
H 2.9124 -3.0448 0.2096
H 3.7498 -1.9906 -1.0644
H 4.0414 -1.4104 1.9608
H 5.0518 -0.9199 0.6501
H 5.6745 -2.7686 2.0603
C -1.9450 -2.7406 3.8834
C -0.9571 -3.5005 2.9745
O -1.0859 -4.9257 3.0867
H -3.0095 -2.8977 3.7093
H -1.7685 -1.6652 3.9067
H -1.8725 -3.1510 4.8905
H 0.0828 -3.1936 3.0859
H -1.1829 -3.1702 1.9605
H -0.6397 -5.3795 2.3681
C -0.0108 3.4483 -3.1067
C -1.3878 4.0594 -3.0416
O -2.1228 3.3901 -1.9942
H 0.5649 3.5822 -2.1909
H 0.5924 3.7885 -3.9484
H -0.0694 2.3611 -3.1572
H -1.8550 4.0260 -4.0258
H -1.2634 5.1011 -2.7456
H -3.0522 3.5583 -2.1662
C 7.1458 1.4903 -2.1127
C 5.9552 1.3853 -1.2242
O 5.5132 2.7153 -1.1191
H 7.8160 2.3046 -1.8371
H 6.8757 1.5041 -3.1686
H 7.7928 0.6153 -2.0517
H 6.2887 0.9193 -0.2970
H 5.1738 0.7454 -1.6339
H 5.3956 3.1185 -1.9824
C 6.7215 -2.5136 -2.1082
C 6.7608 -3.9770 -1.7188
O 5.6243 -4.3758 -1.0991
H 5.9461 -2.3074 -2.8460
H 7.6470 -2.1769 -2.5754
H 6.4821 -1.8505 -1.2769
H 7.5275 -4.1062 -0.9548
H 7.0575 -4.5870 -2.5720
H 5.5236 -3.7563 -0.3726
C -0.9047 -1.3877 7.5539
C -1.4258 -2.7575 7.7923
O -1.6106 -3.0188 9.1971
H -0.8208 -1.0850 6.5102
H 0.0704 -1.2355 8.0168
H -1.6123 -0.7005 8.0177
H -0.7479 -3.4714 7.3244
H -2.3288 -2.8978 7.1983
H -1.9551 -2.2503 9.6578
C -4.5343 6.1628 -3.6540
C -5.4251 5.0654 -3.0603
O -4.6739 4.3225 -2.0666
H -5.1075 6.9145 -4.1966
H -3.7730 5.7209 -4.2969
H -4.0978 6.7344 -2.8348
H -5.5937 4.3705 -3.8829
H -6.3909 5.4584 -2.7426
H -5.2908 3.8644 -1.4912
C 2.1225 6.9397 -0.7900
C 1.9108 7.1812 -2.2542
O 2.2772 5.9750 -2.9423
H 1.8596 7.8318 -0.2216
H 3.1625 6.6810 -0.5907
H 1.5743 6.0975 -0.3679
H 2.6330 7.9261 -2.5884
H 0.8454 7.4056 -2.3064
H 2.0739 6.2105 -3.8505
C 8.5720 -0.8403 3.8863
C 7.1422 -1.3872 3.9057
O 7.0491 -2.6718 3.3882
H 8.9846 -0.9485 2.8832
H 9.2139 -1.4584 4.5141
H 8.6421 0.2113 4.1641
H 6.5407 -0.7651 3.2429
H 6.6435 -1.3527 4.8744
H 7.3719 -3.3187 4.0198
C 2.7538 0.4063 7.9304
C 4.2454 0.4509 7.5374
O 4.3858 0.4641 6.1095
H 2.6840 0.4526 9.0172
H 2.2918 -0.4989 7.5364
H 2.2367 1.2635 7.4992
H 4.7961 -0.4176 7.8987
H 4.6197 1.3606 8.0069
H 4.1633 1.3227 5.7422
C -5.0009 -1.1641 -0.2999
C -5.0881 -0.6101 1.1135
O -4.4498 0.5977 1.1122
H -5.3819 -0.5266 -1.0978
H -5.5829 -2.0855 -0.3193
H -3.9776 -1.5058 -0.4557
H -4.5701 -1.2927 1.7872
H -6.1224 -0.5513 1.4524
H -4.6395 0.9484 1.9855
C 1.6085 -1.5857 -3.5545
C 0.8760 -2.1128 -4.7980
C 1.7869 -3.0001 -5.7035
O 2.9375 -2.3282 -6.2391
C 3.8905 -3.0814 -6.9762
N -0.2302 -2.9469 -4.2911
H 0.8944 -1.2795 -2.7901
H 2.3587 -0.8388 -3.8142
H 2.2115 -2.3139 -3.0120
H 0.5887 -1.2851 -5.4465
H 1.1816 -3.3420 -6.5430
H 2.0502 -3.9592 -5.2576
H 4.5536 -2.3817 -7.4849
H 3.4802 -3.5556 -7.8677
H 4.3764 -3.7996 -6.3157
H 0.1951 -3.6245 -3.6746
H -0.8270 -2.3958 -3.6909
C -5.4540 1.6628 -5.4255
C -5.7575 0.3448 -6.1222
C -4.7036 -0.0688 -7.2480
O -3.5838 -0.6039 -6.6387
C -2.6354 -1.0912 -7.5293
N -5.9402 -0.7657 -5.1737
H -6.3452 1.9440 -4.8643
H -5.2129 2.4801 -6.1052
H -4.5862 1.5417 -4.7772
H -6.7216 0.4353 -6.6226
H -4.4028 0.7782 -7.8647
H -5.1155 -0.7690 -7.9747
H -1.9271 -1.7423 -7.0169
H -2.1744 -0.2157 -7.9865
H -3.1269 -1.7262 -8.2664
H -5.0718 -1.0942 -4.7762
H -6.1309 -1.5357 -5.7988
C 5.5949 2.0998 3.5957
C 4.8326 3.3552 4.0031
C 4.3500 4.3516 2.8908
O 3.9896 5.6008 3.4377
C 3.5482 6.4678 2.4129
N 3.7581 2.9364 4.8463
H 6.5901 2.2920 3.1949
H 4.9587 1.5207 2.9263
H 5.6893 1.4465 4.4632
H 5.5093 4.0311 4.5259
H 3.4909 3.8562 2.4385
H 5.1740 4.4487 2.1839
H 2.7733 6.0072 1.8002
H 4.3300 6.7983 1.7290
H 3.1507 7.3201 2.9640
H 3.0144 2.6830 4.2116
H 3.4022 3.7982 5.2343
C 1.2374 0.5773 4.3475
C 0.3826 1.7871 4.0717
C -0.0076 2.6522 5.3841
O -0.8672 1.9236 6.3186
C -1.2780 2.6462 7.4955
N 1.1125 2.6642 3.2001
H 0.6752 -0.1219 4.9666
H 2.0515 0.8328 5.0258
H 1.5274 0.0168 3.4587
H -0.4746 1.4786 3.4733
H -0.5494 3.5668 5.1435
H 0.8996 3.0162 5.8664
H -1.9257 1.9785 8.0636
H -1.8884 3.4814 7.1521
H -0.4270 2.8828 8.1343
H 1.3156 2.1448 2.3580
H 0.4449 3.3430 2.8629
C 8.0953 -2.0084 -7.5745
C 8.5632 -0.7505 -6.6935
C 7.7227 -0.5559 -5.4509
O 6.4151 -0.1725 -5.8822
C 5.3921 -0.7036 -5.1260
N 9.9401 -0.9101 -6.3825
H 8.1679 -2.9497 -7.0297
H 8.6384 -2.1267 -8.5122
H 7.0203 -1.9652 -7.7493
H 8.5500 0.1454 -7.3143
H 8.1275 0.2585 -4.8500
H 7.7228 -1.4728 -4.8615
H 5.4719 -1.7774 -4.9562
H 4.4007 -0.6217 -5.5716
H 5.4839 -0.2574 -4.1357
H 10.3897 -1.2258 -7.2300
H 10.0060 -1.7655 -5.8495
C -3.4530 6.0134 2.8488
C -3.4753 4.8977 1.8501
C -2.5100 3.7068 2.0285
O -1.1058 3.9760 2.0046
C -0.5831 4.5900 0.8571
N -4.8581 4.3769 1.7214
H -3.6361 5.6225 3.8497
H -4.1652 6.8110 2.6373
H -2.4936 6.5277 2.9026
H -3.3061 5.3638 0.8794
H -2.7301 2.9674 1.2585
H -2.7348 3.2565 2.9953
H -1.0381 5.5790 0.8027
H -0.8170 4.0132 -0.0377
H 0.4956 4.7363 0.9134
H -4.8515 3.8889 0.8371
H -5.4007 5.2155 1.5713
C -8.7133 3.2258 -0.8098
C -7.6698 2.6390 0.1428
C -8.1741 1.2770 0.8725
O -8.1162 0.3232 -0.1965
C -8.8906 -0.8576 0.0039
N -6.3787 2.5570 -0.5357
H -8.9326 2.5515 -1.6376
H -8.3657 4.1176 -1.3314
H -9.6621 3.4357 -0.3159
H -7.5652 3.3629 0.9509
H -9.2015 1.3534 1.2285
H -7.6611 1.0208 1.7995
H -8.7290 -1.4309 0.9167
H -8.7489 -1.5390 -0.8350
H -9.9528 -0.6276 0.0875
H -5.8356 2.0900 0.1764
H -6.4979 1.7827 -1.1731
C -5.4652 -6.8218 -2.0547
C -4.4078 -5.9062 -2.6820
C -3.0291 -6.1486 -1.9762
O -2.9366 -6.0081 -0.5863
C -3.3850 -4.7729 -0.0869
N -4.3261 -6.2716 -4.0690
H -5.6362 -6.5829 -1.0051
H -5.1717 -7.8712 -2.0273
H -6.4585 -6.6236 -2.4577
H -4.7442 -4.8699 -2.7151
H -2.2388 -5.5639 -2.4471
H -2.7496 -7.1811 -2.1855
H -2.7894 -4.0212 -0.6049
H -3.2090 -4.7130 0.9871
H -4.4214 -4.5160 -0.3060
H -3.7138 -5.5424 -4.4060
H -3.7257 -7.0797 -4.1500
C 5.7472 3.5064 -5.4284
C 4.4525 3.8063 -4.6127
C 3.3995 2.6818 -4.5610
O 2.8046 2.4100 -5.8172
C 1.8963 1.3755 -5.8632
N 4.8325 4.3177 -3.3229
H 5.5565 3.4366 -6.4993
H 6.1586 2.5399 -5.1373
H 6.4489 4.3376 -5.3586
H 4.0216 4.6918 -5.0801
H 2.6245 2.8344 -3.8098
H 3.9163 1.7479 -4.3403
H 1.4188 1.1993 -4.8994
H 2.3867 0.4546 -6.1788
H 1.1602 1.4069 -6.6666
H 5.4585 5.0784 -3.5453
H 3.9961 4.7482 -2.9553
C -0.9587 -0.7039 1.0725
C -0.8765 0.6698 0.4529
C 0.5379 0.9474 -0.1446
O 1.5749 1.0123 0.8711
C 2.8114 1.4743 0.3652
N -1.9576 0.8639 -0.5316
H -1.9350 -0.9381 1.4969
H -0.3042 -0.7631 1.9421
H -0.5558 -1.4625 0.4014
H -0.9704 1.3551 1.2953
H 0.3815 1.8933 -0.6631
H 0.8029 0.1762 -0.8679
H 2.7285 2.5416 0.1604
H 3.0445 1.0488 -0.6108
H 3.6132 1.3002 1.0829
H -2.8389 0.8878 -0.0389
H -1.8817 1.7709 -0.9694
C 2.0117 -7.0455 1.0621
C 0.8122 -6.5576 0.2558
C 0.6606 -7.3314 -1.0873
O 1.6306 -6.9577 -2.0325
C 1.5639 -5.5600 -2.4973
N -0.3699 -6.7930 1.0856
H 2.1388 -6.4188 1.9448
H 2.9684 -7.0730 0.5405
H 1.8261 -8.0772 1.3609
H 0.8011 -5.4832 0.0723
H -0.3587 -7.2921 -1.4715
H 0.7476 -8.3898 -0.8417
H 2.2657 -5.2943 -3.2878
H 1.7782 -4.8715 -1.6799
H 0.5235 -5.3880 -2.7734
H -0.4320 -7.7826 1.2779
H -1.2118 -6.5160 0.6012
C -5.2519 2.6370 5.6839
C -5.0349 1.4247 4.6647
C -5.9034 0.1616 4.9933
O -5.5804 -0.3136 6.2830
C -4.3352 -1.0278 6.3439
N -5.4588 1.9864 3.4120
H -6.2978 2.9279 5.7822
H -4.7528 3.5168 5.2779
H -4.9356 2.3568 6.6886
H -3.9865 1.1811 4.4930
H -5.7968 -0.6512 4.2749
H -6.9345 0.5097 4.9309
H -4.4701 -1.9592 5.7939
H -3.9982 -1.2823 7.3487
H -3.4292 -0.5488 5.9727
H -5.1040 2.9245 3.2929
H -6.4371 2.2171 3.3129